No. 1
{"formula": "C6H9F", "method": "the ωB97M-V functional and the def2-TZVPD basis", "relative_energy_ev": 1.776, "homo_energy_ev": -9.13, "orbital_gap_ev": 10.18, "smiles": "C=C[C@@H](F)C(=C)C", "total_charge": 0, "lumo_ev": 1.06, "e_tot_ev": -9082.9180, "fmax_ev_per_a": 4.29, "symbols": ["C", "C", "C", "C", "C", "C", "F", "H", "H", "H", "H", "H", "H", "H", "H", "H"], "positions_angstrom": [[2.4193, -0.1910, -0.1032], [-1.8856, -0.2390, 1.0136], [1.2869, -0.7142, 0.3818], [-0.9761, 0.0384, 0.0636], [-0.6937, 1.4690, -0.3711], [-0.1238, -0.9460, -0.5875], [-0.5637, -2.2514, -0.5812], [3.3421, -0.2518, 0.4251], [2.4866, 0.1065, -1.0776], [-2.2385, -1.3103, 1.1121], [-2.5780, 0.6050, 1.3515], [1.1288, -1.1020, 1.4004], [-0.6537, 2.1259, 0.4680], [0.3236, 1.4795, -0.9430], [-1.5192, 1.8105, -1.0148], [0.2450, -0.6292, -1.5378]], "forces_ev_per_a": [[-1.5, -1.8, 2.2], [-1.5, -0.2, -1.1], [-1.4, -1.2, -1.5], [-1.6, 0.9, 0.8], [1.3, -0.9, -1.5], [3.4, 0.5, 2.6], [0.3, 0.6, 0.1], [0.4, 0.4, 0.7], [0.1, 0.8, -2.5], [0.6, 1.4, 0.4], [1.2, -1.4, -0.1], [0.3, 0.2, -0.5], [0.2, 0.5, 0.6], [-1.9, 0.4, 1.0], [0.5, -0.1, 0.0], [-0.3, -0.2, -1.0]], "nbo_charge": [-0.42, -0.44, -0.17, -0.03, -0.64, 0.17, -0.34, 0.21, 0.19, 0.22, 0.21, 0.21, 0.23, 0.21, 0.23, 0.17]}

---

No. 2
{"formula": "C6H9F", "method": "the ωB97M-V functional and the def2-TZVPD basis", "relative_energy_ev": 3.193, "homo_energy_ev": -8.89, "orbital_gap_ev": 9.27, "total_charge": 0, "lumo_ev": 0.38, "e_tot_ev": -9081.5008, "fmax_ev_per_a": 0.81, "symbols": ["C", "C", "C", "C", "C", "C", "F", "H", "H", "H", "H", "H", "H", "H", "H", "H"], "positions_angstrom": [[0.0926, 0.6457, 0.5155], [-1.9144, -0.4743, 1.3321], [-0.9012, 0.3236, 1.5971], [0.2886, -0.5306, -0.4529], [-0.9888, -0.9823, -1.1058], [1.1572, -0.1055, -1.6513], [-0.9455, -2.3165, -1.2564], [-0.2765, 1.5126, -0.0411], [1.0594, 0.9160, 0.9466], [-1.9951, -0.8680, 0.3031], [-2.6898, -0.7601, 2.0196], [-0.7574, 0.7763, 2.5654], [0.7944, -1.3502, 0.0754], [1.3435, -0.9559, -2.3030], [2.1104, 0.2779, -1.2957], [0.6515, 0.6685, -2.2235]], "forces_ev_per_a": [[-0.1, -0.1, -0.2], [-0.1, -0.3, -0.1], [0.1, -0.1, -0.2], [0.2, -0.2, 0.2], [0.3, -0.2, -0.5], [-0.1, -0.1, 0.0], [0.3, 0.6, 0.2], [0.1, 0.1, 0.0], [0.0, 0.0, -0.1], [-0.5, 0.1, 0.6], [-0.1, 0.0, 0.2], [-0.1, 0.1, 0.2], [-0.1, 0.0, -0.1], [0.1, 0.0, -0.1], [0.1, 0.0, 0.0], [0.0, 0.1, -0.1]], "nbo_charge": [-0.43, -0.36, -0.17, -0.41, 0.42, -0.59, -0.36, 0.22, 0.22, 0.18, 0.21, 0.21, 0.21, 0.22, 0.22, 0.22]}

---

No. 3
{"formula": "C6H9F", "method": "the ωB97M-V functional and the def2-TZVPD basis", "relative_energy_ev": 2.328, "homo_energy_ev": -9.41, "orbital_gap_ev": 10.40, "smiles": "C=CC(C)(F)C=C", "total_charge": 0, "lumo_ev": 0.99, "e_tot_ev": -9082.3662, "fmax_ev_per_a": 4.93, "symbols": ["C", "C", "C", "C", "C", "C", "F", "H", "H", "H", "H", "H", "H", "H", "H", "H"], "positions_angstrom": [[-2.0997, -1.2130, 0.4694], [1.9478, -0.7979, -1.3930], [-1.0252, -0.4110, 0.7990], [1.4290, -0.5308, -0.1982], [0.0681, 1.7296, 0.4446], [-0.1514, 0.3694, -0.0641], [-0.7184, 0.4377, -1.3295], [-2.8268, -1.8301, 1.0636], [-2.3909, -1.3157, -0.5713], [2.9458, -1.3510, -1.3857], [1.7113, -0.2864, -2.2931], [-0.9239, -0.1703, 1.9304], [1.7356, -0.8634, 0.8138], [0.7150, 1.8094, 1.3429], [-0.8466, 2.0002, 0.7060], [0.4304, 2.4233, -0.3349]], "forces_ev_per_a": [[1.1, 0.8, -0.3], [2.5, -0.4, 2.0], [-3.3, -1.9, 3.1], [-3.7, 1.5, 0.1], [3.8, 0.4, -0.6], [3.7, -2.7, -1.5], [0.4, 0.1, -0.1], [1.3, 1.2, 0.3], [0.5, 0.1, -0.2], [-1.5, 0.6, -0.2], [-0.8, 0.0, -0.6], [0.3, -0.7, -1.9], [0.1, 0.0, -1.0], [-0.3, -0.3, -0.6], [-4.1, 2.0, 1.4], [0.0, -0.5, 0.3]], "nbo_charge": [-0.37, -0.42, -0.25, -0.18, -0.64, 0.32, -0.37, 0.21, 0.20, 0.20, 0.22, 0.21, 0.20, 0.22, 0.21, 0.23]}

---

No. 4
{"formula": "C6H9F2MgNO5S2", "method": "the ωB97M-V functional and the def2-TZVPD basis", "homo_energy_ev": [-12.90, -12.92], "orbital_gap_ev": [7.79, 7.60], "total_charge": 1, "multiplicity": 2, "lumo_ev": [-5.11, -5.33], "e_tot_ev": -50634.6023, "fmax_ev_per_a": 2.90, "s2": 0.75, "symbols": ["N", "S", "O", "S", "O", "C", "F", "F", "O", "C", "C", "O", "C", "C", "O", "C", "Mg", "H", "H", "H", "H", "H", "H", "H", "H", "H"], "positions_angstrom": [[-2.1259, 0.2094, -0.5465], [-3.4925, -0.5163, -0.5602], [-4.4545, 0.2148, -1.3868], [-1.2173, 0.0492, 0.8899], [-0.5143, 1.4105, 0.8438], [0.0491, -1.2619, 0.2323], [-0.5303, -2.4134, 0.6341], [-0.0422, -1.3108, -1.1063], [1.5391, -0.2146, 2.5397], [1.9972, -1.4724, 2.2540], [1.9818, -1.7137, 0.7656], [2.5827, -0.6612, 0.1634], [3.3402, -0.7827, -1.0552], [2.9118, 0.2961, -2.0173], [3.0310, 1.5946, -1.4464], [1.9070, 2.1870, -1.0209], [1.4544, 1.0899, 1.1395], [1.3720, -2.2803, 2.6942], [3.0401, -1.6665, 2.5816], [2.2374, -2.7045, 0.3699], [3.1591, -1.7635, -1.5103], [4.3969, -0.6802, -0.7805], [1.8654, 0.1357, -2.3127], [3.5566, 0.2567, -2.9029], [2.0346, 3.2382, -0.7539], [0.9571, 1.8564, -1.4615]], "forces_ev_per_a": [[-0.4, -0.6, 1.1], [-1.2, 1.8, -1.1], [1.4, -1.4, 0.9], [0.7, 0.7, -1.2], [0.5, -1.1, 0.4], [1.5, -2.3, 0.8], [-0.7, -0.2, 0.5], [0.5, 0.7, -0.4], [0.0, 0.7, -0.4], [-0.7, -0.9, -0.1], [-2.3, 1.5, -0.1], [1.1, 1.2, -0.8], [0.2, -0.1, 0.3], [-0.5, -0.4, -0.5], [0.2, 0.3, 0.2], [-0.1, -0.1, 0.1], [0.1, -0.6, 0.4], [0.2, 0.4, 0.1], [-0.2, 0.1, -0.1], [-0.4, 0.2, -0.1], [0.1, 0.2, 0.1], [-0.2, -0.1, -0.1], [0.2, 0.0, -0.1], [-0.2, 0.1, 0.2], [0.0, -0.2, -0.1], [0.3, 0.1, 0.1]], "nbo_charge": [-0.98, 1.50, -0.73, 1.34, -1.07, 0.38, -0.35, -0.34, -1.04, -0.12, 0.22, -0.61, -0.09, -0.11, -0.41, -0.25, 1.76, 0.19, 0.20, 0.22, 0.22, 0.22, 0.20, 0.24, 0.22, 0.20]}

---

No. 5
{"formula": "C6H9F2N2O3P", "method": "the ωB97M-V functional and the def2-TZVPD basis", "relative_energy_ev": 0.000, "homo_energy_ev": -6.81, "orbital_gap_ev": 5.14, "total_charge": 0, "lumo_ev": -1.68, "e_tot_ev": -30210.6968, "fmax_ev_per_a": 2.40, "symbols": ["C", "O", "C", "C", "C", "C", "C", "F", "N", "N", "P", "O", "O", "H", "H", "H", "H", "H", "H", "H", "H", "H", "F"], "positions_angstrom": [[2.5155, -1.9401, 0.9615], [1.4141, -1.6344, 0.1146], [1.5353, -0.3998, -0.5515], [0.3842, 0.5415, -0.2290], [0.6407, 1.6563, 0.5882], [-0.4345, 2.4569, 0.8262], [-1.6670, 2.0646, 0.2732], [-2.6482, 2.8196, 0.5705], [-1.9289, 1.0358, -0.4793], [-0.8195, 0.3166, -0.7057], [-1.0820, -1.1162, -1.8066], [-1.4737, -2.2254, -0.6918], [-2.4309, -0.7661, -2.6249], [2.5595, -3.0300, 1.0271], [3.4793, -1.6123, 0.5650], [2.3208, -1.5841, 1.9780], [2.4541, 0.1025, -0.2307], [1.6568, -0.5530, -1.6287], [1.6243, 1.8802, 0.9695], [-0.3913, 3.3615, 1.4163], [-1.6900, -3.0639, -1.1191], [-3.1930, -0.9150, -2.0349], [-2.8255, 2.6048, 2.8119]], "forces_ev_per_a": [[-0.3, -0.9, 0.4], [0.1, 0.2, -0.3], [0.4, 0.2, 0.0], [1.4, -0.2, 0.2], [-0.9, 0.1, -0.4], [0.6, -0.1, 0.4], [-1.2, 0.8, 0.9], [-0.8, 0.6, -1.3], [1.1, 0.1, 0.4], [-1.1, -1.1, -0.2], [1.4, -0.7, -1.8], [-0.7, 0.8, 0.1], [0.1, -0.3, 1.5], [0.0, 0.1, -0.1], [-0.1, 0.3, 0.0], [0.3, 0.3, -0.1], [-0.2, 0.1, 0.0], [-0.3, 0.0, 0.0], [0.1, -0.2, 0.0], [-0.3, -0.1, 0.1], [0.1, -0.1, 0.1], [-0.3, 0.4, -0.3], [0.7, -0.3, 0.3]], "nbo_charge": [-0.26, -0.53, -0.12, 0.24, -0.21, -0.13, 0.63, -0.20, -0.24, -0.36, 1.50, -0.97, -0.96, 0.20, 0.18, 0.19, 0.20, 0.22, 0.25, 0.29, 0.51, 0.51, -0.93]}

---

No. 6
{"formula": "C6H9F3N2", "method": "the ωB97M-V functional and the def2-TZVPD basis", "relative_energy_ev": 0.000, "homo_energy_ev": -8.04, "orbital_gap_ev": 8.94, "smiles": "CN1C=CN(C(C)(F)F)[C@H]1F", "total_charge": 0, "lumo_ev": 0.89, "e_tot_ev": -17498.6098, "fmax_ev_per_a": 4.72, "symbols": ["C", "C", "C", "C", "C", "C", "N", "N", "F", "F", "F", "H", "H", "H", "H", "H", "H", "H", "H", "H"], "positions_angstrom": [[1.1262, -1.5940, 0.5899], [-0.1512, -1.5356, 0.9650], [0.5507, 0.5069, 0.1112], [-2.3473, 1.6113, 0.2411], [2.7099, -0.3560, -0.7784], [-1.9454, 0.1427, -0.1053], [1.6082, -0.4018, 0.1259], [-0.5714, -0.1848, 0.6709], [0.9112, 1.5991, 1.0415], [-2.9669, -0.7845, 0.1870], [-1.8335, 0.0029, -1.4563], [1.6934, -2.4135, 0.5973], [-0.8344, -2.1881, 1.3448], [0.1722, 1.1067, -0.8489], [-1.9094, 2.0806, 1.0767], [-2.1194, 2.0932, -0.6895], [-3.3960, 1.7315, 0.2569], [2.4961, -0.2775, -1.9241], [3.5460, 0.2369, -0.5538], [3.2610, -1.3761, -0.8520]], "forces_ev_per_a": [[-2.6, 0.8, 0.7], [1.2, 2.9, -2.0], [-1.8, 2.6, 0.0], [0.2, -1.8, -2.0], [1.0, -3.2, -3.3], [0.6, -0.4, 2.2], [0.2, 0.5, -1.2], [-2.7, 0.0, -1.6], [-0.3, -0.5, -0.9], [1.9, 1.1, 0.5], [0.6, 0.1, 0.4], [2.4, -2.9, 0.3], [-1.3, -1.8, 1.0], [1.7, -1.3, 1.7], [0.8, 0.1, 0.9], [0.6, 0.9, -0.3], [-1.4, -0.4, 0.4], [-0.3, 0.5, 2.0], [0.5, 1.6, 0.7], [-1.3, 1.2, 0.7]], "nbo_charge": [-0.04, -0.10, 0.47, -0.69, -0.41, 0.86, -0.44, -0.47, -0.43, -0.35, -0.34, 0.21, 0.22, 0.18, 0.25, 0.23, 0.24, 0.20, 0.21, 0.21]}

---

No. 7
{"formula": "C6H9F3N4", "method": "the ωB97M-V functional and the def2-TZVPD basis", "relative_energy_ev": 1.100, "homo_energy_ev": -9.07, "orbital_gap_ev": 9.93, "total_charge": 0, "lumo_ev": 0.86, "e_tot_ev": -20478.5888, "fmax_ev_per_a": 4.37, "symbols": ["C", "C", "C", "C", "C", "C", "N", "N", "N", "N", "F", "F", "F", "H", "H", "H", "H", "H", "H", "H", "H", "H"], "positions_angstrom": [[2.9291, 1.4198, -1.1250], [0.8829, 0.8142, -0.5713], [-1.1522, -1.0995, 1.0862], [-0.2860, 2.2692, -2.1993], [0.0966, -1.4467, 1.8487], [0.0405, -0.8038, 3.2815], [2.2213, 0.5969, -0.3499], [2.1378, 2.1335, -1.8658], [0.9018, 1.7582, -1.5658], [1.1182, -1.9543, 1.3696], [-0.4970, 0.4235, 3.1782], [-0.8339, -1.5947, 3.9972], [1.2025, -0.7907, 4.0236], [3.9606, 1.2519, -1.3737], [-1.8948, -0.6537, 1.6912], [-1.0059, -0.6042, 0.1659], [-1.5790, -2.1626, 0.9512], [-0.3803, 1.9357, -3.2122], [-1.1592, 1.9450, -1.6255], [-0.2440, 3.3218, -2.1103], [0.9144, -2.2990, 0.4244], [2.6854, 0.1682, 0.4882]], "forces_ev_per_a": [[0.3, 0.6, -1.8], [-0.7, -0.1, 0.1], [-1.0, -4.2, 0.9], [-0.2, -0.3, 0.8], [-0.8, 3.1, 0.6], [0.4, -1.7, 0.3], [-0.2, -0.4, 1.8], [1.5, 1.0, -1.7], [0.1, -2.5, 2.7], [1.2, -1.2, -0.1], [0.8, -0.4, 0.7], [0.4, 0.9, -0.3], [-1.5, 0.4, -1.3], [0.4, 0.6, 0.4], [-0.6, 0.8, 0.5], [0.5, 0.5, -0.8], [0.2, 1.4, -0.5], [0.1, -0.1, -0.6], [0.4, -0.2, -0.1], [-0.1, 1.2, -0.4], [0.2, 0.3, 0.1], [-1.4, 0.0, -1.3]], "nbo_charge": [0.14, 0.06, -0.70, -0.39, 0.25, 0.93, -0.59, -0.27, -0.23, -0.59, -0.31, -0.34, -0.32, 0.21, 0.23, 0.27, 0.22, 0.21, 0.23, 0.21, 0.35, 0.44]}

---

No. 8
{"formula": "C6H9FN2", "method": "the ωB97M-V functional and the def2-TZVPD basis", "relative_energy_ev": 4.618, "homo_energy_ev": -7.96, "orbital_gap_ev": 8.95, "total_charge": 0, "lumo_ev": 1.00, "e_tot_ev": -12060.1199, "fmax_ev_per_a": 5.58, "symbols": ["C", "C", "C", "C", "C", "C", "N", "N", "F", "H", "H", "H", "H", "H", "H", "H", "H", "H"], "positions_angstrom": [[-0.8612, -1.7301, -0.4368], [-1.6987, -0.7475, -0.1298], [0.6644, 0.5532, -0.8435], [0.7871, -0.6530, 0.0400], [1.8619, -1.3830, 0.7310], [-2.1162, 1.5408, 0.2383], [-1.2552, 0.3887, 0.5442], [0.0548, 0.5783, 0.5029], [-3.1175, -0.9248, -0.3059], [-0.8386, -2.7217, -0.8771], [1.5000, 1.2227, -0.7867], [0.0295, 0.4502, -1.6407], [2.6769, -0.8164, 1.1525], [2.3677, -2.0389, -0.0490], [1.3900, -2.1093, 1.4221], [-1.5175, 2.3055, -0.1409], [-2.7994, 1.3217, -0.5110], [-2.6774, 1.9362, 1.1508]], "forces_ev_per_a": [[3.4, 2.8, 0.9], [-1.3, -2.8, -0.2], [2.1, -0.6, 2.8], [-4.9, -0.3, -1.2], [0.3, -2.1, -1.2], [0.1, 0.4, 3.1], [-5.5, -0.5, -0.4], [3.8, -0.8, 0.0], [2.7, 1.0, 0.6], [-0.3, 0.5, 0.2], [0.2, 0.4, -0.8], [-1.1, 0.1, -2.1], [-0.1, 0.5, 0.4], [-0.6, 0.7, 0.8], [0.5, 0.7, 0.0], [1.1, 1.5, -0.5], [-1.4, -0.6, -1.2], [0.8, -0.6, -1.1]], "nbo_charge": [-0.36, 0.49, -0.32, 0.19, -0.67, -0.41, -0.29, -0.25, -0.35, 0.24, 0.21, 0.21, 0.23, 0.22, 0.24, 0.20, 0.21, 0.20]}